# 1
Computed, not measured: a molecular structure, C11H18N8O2RuS at a distorted geometry, with ωB97M-V/def2-TZVPD.

The geometry in XYZ format:
```
41
Properties=species:S:1:pos:R:3:mulliken_charge:R:1
Ru -0.07 -0.40 -0.16 0.295
N -0.96 -2.38 -1.00 -0.503
N 0.02 -2.99 -1.82 -0.113
C 1.20 -2.37 -1.99 0.816
N 2.18 -2.89 -2.68 -0.283
N 1.22 -1.17 -1.37 -0.251
N 2.28 -0.27 -1.32 1.407
O 3.30 -0.40 -1.89 -0.516
O 1.92 0.69 -0.59 -0.654
H -1.17 -3.02 -0.23 0.331
H -1.82 -2.29 -1.54 0.316
H -0.16 -3.91 -2.20 0.191
H 2.11 -3.81 -3.11 0.245
H 3.06 -2.40 -2.79 0.208
C 1.30 -0.70 4.78 -0.720
N -0.19 -0.75 4.69 0.162
C -1.00 -1.03 5.70 0.138
C -2.33 -0.97 5.23 -0.343
N -2.25 -0.66 3.95 0.092
C -0.94 -0.51 3.55 -0.047
S -0.31 -0.14 2.06 -0.012
H 1.58 -0.83 5.83 0.315
H 1.65 0.26 4.42 0.361
H 1.72 -1.51 4.19 0.353
H -0.64 -1.24 6.70 0.454
H -3.26 -1.14 5.76 0.447
H -3.06 -0.53 3.34 0.229
N -1.41 1.22 -1.23 -0.426
C -0.76 2.07 -2.10 1.302
C 0.01 1.56 -3.18 -0.116
C 0.68 2.42 -3.99 -0.854
C 0.53 3.81 -3.81 -0.355
C -0.19 4.33 -2.72 -0.743
C -0.85 3.47 -1.88 -0.425
H -2.00 1.70 -0.55 0.257
H -1.95 0.49 -1.70 0.321
H 0.04 0.49 -3.35 0.430
H 1.31 2.06 -4.80 0.440
H 0.93 4.49 -4.55 0.454
H -0.26 5.40 -2.57 0.448
H -1.47 3.85 -1.08 0.349
```

Results
electronic energy = -1509.7773 Ha
HOMO-LUMO gap (spin up / spin down) = 4.442 / 4.421 eV
total charge = +4

# 2
Computed, not measured: 2 unconnected molecules or ions with the total composition C11H18O at a distorted geometry, with ωB97M-V/def2-TZVPD.

The geometry in XYZ format:
```
30
Properties=species:S:1:pos:R:3:mulliken_charge:R:1
C 1.91 -3.17 -1.33 -1.368
C 1.61 -1.69 -1.58 0.639
C 0.30 -1.21 -1.47 -0.576
C 0.05 0.14 -1.51 -0.455
C 1.19 0.95 -1.78 0.955
O 1.10 2.31 -1.74 -0.583
C 2.52 0.49 -2.05 -0.919
C 2.70 -0.87 -1.91 -0.305
H 2.55 -3.21 -0.32 0.264
H 2.32 -3.73 -2.16 0.363
H 0.96 -3.48 -0.90 0.358
H -0.51 -1.98 -1.29 0.226
H -1.04 0.54 -1.35 0.286
H 0.19 2.66 -1.62 0.324
H 3.28 1.05 -2.41 0.539
H 3.68 -1.45 -2.06 0.246
C -2.45 -0.27 1.50 -1.303
C -1.28 0.67 1.65 1.147
C -1.50 2.00 0.86 -1.272
C -1.09 1.04 3.16 -1.698
H -3.11 -0.11 0.57 0.300
H -3.11 -0.15 2.44 0.347
H -2.16 -1.30 1.41 0.280
H -0.29 0.23 1.26 0.098
H -2.33 2.59 1.28 0.400
H -0.57 2.68 0.84 0.276
H -1.75 1.82 -0.23 0.236
H -2.01 1.43 3.56 0.398
H -0.79 0.23 3.88 0.345
H -0.37 1.78 3.30 0.452
```

Results
energy relative to the best compared isomer or geometry (same formula, charge and spin) = 165.04 kJ/mol
electronic energy = -505.1178 Ha
HOMO-LUMO gap = 8.942 eV
total charge = 0

# 3
Computed, not measured: a single C11H18O2 molecule at a distorted geometry, with ωB97M-V/def2-TZVPD.

The geometry in XYZ format:
```
31
Properties=species:S:1:pos:R:3:mulliken_charge:R:1
C 3.53 -0.94 0.95 -0.511
C 2.25 -0.60 0.90 -0.602
C 1.81 0.43 -0.11 0.672
C 0.65 -0.07 -0.91 -1.672
C -0.68 -0.06 -0.23 1.229
C -1.68 -0.91 -1.04 -1.091
C -3.19 -0.63 -0.62 -0.682
C -3.22 -0.14 0.79 -0.671
C -2.54 1.25 0.91 -0.792
C -1.36 1.34 -0.08 -0.719
O 2.86 0.71 -1.09 -0.312
O 3.98 1.07 -0.26 -0.340
C 4.54 -0.21 0.09 -0.403
H 3.89 -1.68 1.61 0.460
H 1.50 -1.00 1.56 0.385
H 1.56 1.30 0.45 0.233
H 0.58 0.55 -1.81 0.385
H 0.87 -1.08 -1.20 0.330
H -0.68 -0.49 0.82 -0.005
H -1.48 -2.00 -0.90 0.367
H -1.45 -0.74 -2.10 0.317
H -3.70 -1.58 -0.81 0.398
H -3.69 0.08 -1.30 0.306
H -2.78 -0.88 1.45 0.282
H -4.23 -0.17 1.13 0.449
H -3.20 2.09 0.78 0.392
H -2.14 1.31 1.92 0.292
H -0.57 2.04 0.25 0.373
H -1.66 1.73 -1.08 0.306
H 4.83 -0.78 -0.79 0.264
H 5.40 0.05 0.72 0.362
```

Results
energy relative to the best compared isomer or geometry (same formula, charge and spin) = 137.68 kJ/mol
electronic energy = -580.2890 Ha
HOMO-LUMO gap = 10.689 eV
total charge = 0

# 4
Computed, not measured: a molecular structure, C11H19BCuINO4 at a distorted geometry, with ωB97M-V/def2-TZVPD.

The geometry in XYZ format:
```
38
Properties=species:S:1:pos:R:3:mulliken_charge:R:1
C -0.18 -0.72 4.37 -0.992
C -0.06 0.63 3.46 -0.137
O 0.96 0.47 2.39 -0.492
B 0.45 1.18 1.23 0.175
O -0.03 2.54 1.48 -0.397
C 0.37 0.47 -0.26 1.207
C 0.43 1.62 -1.38 -0.976
C -0.94 1.82 -2.24 -0.692
C -1.35 0.56 -3.15 -0.927
I -2.64 2.58 -1.02 0.156
N -0.94 -0.31 -0.10 -0.192
C -0.64 -1.61 0.61 0.415
O -1.47 -2.33 1.22 -0.372
C 0.92 -1.99 0.44 -0.826
C 1.39 -0.78 -0.51 -0.543
C 1.54 -1.37 -2.00 -0.501
C 0.50 -2.52 -2.38 0.009
O -0.17 -2.47 -3.48 -0.369
H -0.53 -0.38 5.42 0.370
H 0.81 -1.29 4.38 0.246
H -1.06 -1.32 3.92 0.234
H -1.13 0.77 3.02 0.168
H 0.24 1.52 4.11 0.406
H -1.00 2.54 1.68 0.372
H 0.70 2.68 -0.94 0.387
H 1.27 1.42 -2.16 0.470
H -0.72 2.69 -2.98 0.673
H -1.91 -0.21 -2.51 0.269
H -0.43 0.08 -3.64 0.221
H -2.13 0.94 -3.90 0.430
H -1.38 0.19 0.70 0.515
H 1.54 -1.80 1.40 0.270
H 1.21 -3.06 0.20 0.492
H 2.40 -0.43 -0.10 0.522
H 2.59 -1.86 -2.06 0.473
H 1.51 -0.60 -2.84 0.259
H 0.31 -3.48 -1.76 0.330
Cu -0.44 3.82 -0.62 0.347
```

Results
2S+1 = 2
electronic energy = -2748.4806 Ha
HOMO-LUMO gap (spin up / spin down) = 9.466 / 3.435 eV
total charge = +2

# 5
Computed, not measured: a molecular structure, C11H19CdN2OP at a distorted geometry, with ωB97M-V/def2-TZVPD.

The geometry in XYZ format:
```
35
Properties=species:S:1:pos:R:3:mulliken_charge:R:1
Cd -0.45 0.35 -0.18 -0.154
H -1.77 -0.61 0.95 0.000
H -2.14 0.11 0.85 0.042
P -1.62 2.54 -0.64 0.814
C -1.03 3.94 0.31 -1.287
H -1.50 4.83 -0.13 0.411
H -1.34 3.83 1.36 0.315
H 0.06 4.01 0.25 0.341
C -1.16 2.84 -2.37 -1.379
H -1.52 2.02 -3.00 0.348
H -1.64 3.78 -2.65 0.412
H -0.08 2.90 -2.46 0.380
C -3.42 2.53 -0.58 -1.231
H -3.75 2.43 0.46 0.339
H -3.75 3.49 -0.99 0.406
H -3.82 1.70 -1.18 0.340
C 0.32 1.20 1.81 0.219
O 0.92 1.52 2.72 -0.238
H -1.38 -0.30 -1.51 -0.141
H 0.93 0.99 -1.11 -0.156
N 1.26 -2.79 2.43 -0.040
C 0.49 -1.70 2.27 -0.204
N 0.54 -1.33 0.98 -0.333
C 1.38 -2.20 0.29 0.593
C 1.75 -2.23 -1.05 -0.457
C 2.63 -3.25 -1.43 -0.600
C 3.10 -4.18 -0.49 -0.326
C 2.71 -4.13 0.87 -0.987
C 1.88 -3.15 1.21 0.668
H 1.41 -3.28 3.31 0.203
H -0.13 -1.24 3.08 0.375
H 1.35 -1.46 -1.75 0.317
H 2.96 -3.33 -2.48 0.344
H 3.79 -4.99 -0.81 0.326
H 3.04 -4.84 1.65 0.338
```

Results
energy relative to the best compared isomer or geometry (same formula, charge and spin) = 0.00 kJ/mol
electronic energy = -1124.1930 Ha
HOMO-LUMO gap = 6.624 eV
total charge = 0

# 6
Computed, not measured: 7 unconnected molecules or ions with the total composition C11H19Cl17 at a distorted geometry, with ωB97M-V/def2-TZVPD.

The geometry in XYZ format:
```
47
Properties=species:S:1:pos:R:3:mulliken_charge:R:1
Cl 13.96 6.83 -4.72 -0.138
C 15.51 7.14 -3.93 0.316
Cl 15.93 8.85 -4.00 -0.131
Cl 16.78 6.35 -4.85 -0.123
H 15.48 6.79 -2.90 0.072
Cl 19.97 5.40 3.50 -0.139
C 18.86 5.21 2.10 0.602
Cl 17.18 5.51 2.61 -0.099
Cl 18.92 3.51 1.45 -0.132
H 19.19 5.90 1.32 -0.278
Cl 14.41 9.27 -0.88 -0.033
C 12.80 10.10 -0.59 -0.079
Cl 12.21 9.33 0.95 -0.126
Cl 11.71 9.70 -1.87 -0.094
H 12.95 11.17 -0.49 0.323
Cl 14.47 9.13 5.80 -0.216
C 15.03 8.50 4.24 -0.140
C 16.31 9.25 3.87 -0.540
Cl 16.51 8.98 2.09 -0.115
H 14.21 8.68 3.54 0.143
H 15.17 7.43 4.36 0.215
H 17.19 8.91 4.42 0.328
H 16.04 10.30 3.91 0.360
Cl 21.76 10.35 -2.93 -0.205
C 23.50 9.96 -2.70 -0.025
C 24.33 11.24 -2.81 -0.517
Cl 24.19 12.15 -4.34 -0.168
H 23.79 9.26 -3.47 0.315
H 23.65 9.47 -1.73 -0.102
H 25.38 10.97 -2.70 0.335
H 24.14 11.85 -1.94 0.340
Cl 22.76 6.89 2.37 -0.149
C 23.62 6.92 0.82 0.151
C 24.93 7.67 1.00 -0.466
Cl 26.11 6.77 1.99 -0.184
H 23.04 7.43 0.06 -0.289
H 23.74 5.90 0.46 0.374
H 24.84 8.64 1.50 0.332
H 25.29 7.86 -0.01 0.250
Cl 20.52 7.21 -0.92 -0.189
C 19.26 8.06 -1.86 -0.036
C 18.01 8.15 -1.05 -0.480
Cl 17.31 6.49 -0.89 -0.175
H 19.08 7.51 -2.78 0.322
H 19.65 9.06 -2.09 0.049
H 17.24 8.74 -1.55 0.150
H 18.27 8.56 -0.08 0.391
```

Results
energy relative to the best compared isomer or geometry (same formula, charge and spin) = 55.05 kJ/mol
electronic energy = -8253.7758 Ha
HOMO-LUMO gap = 11.000 eV
total charge = 0

# 7
Computed, not measured: 2 unconnected molecules or ions with the total composition C11H19ClO3 at a distorted geometry, with ωB97M-V/def2-TZVPD.

The geometry in XYZ format:
```
34
Properties=species:S:1:pos:R:3:mulliken_charge:R:1
C -1.13 -2.98 1.05 -0.936
C -1.68 -1.91 0.52 -0.870
C -1.08 -1.07 -0.53 2.517
C 0.16 -1.65 -1.33 -1.614
C -2.19 -0.90 -1.62 -1.725
C -0.67 0.32 -0.01 -0.078
O -0.26 1.20 -0.74 -0.827
O -0.99 0.45 1.30 -0.289
C -0.86 1.76 1.87 -0.657
C -1.94 2.72 1.40 -1.005
H -1.51 -3.55 1.89 0.254
H -0.30 -3.37 0.63 0.319
H -2.46 -1.61 1.10 0.413
H 0.61 -0.82 -1.84 0.465
H 0.96 -1.91 -0.56 0.200
H -0.30 -2.52 -1.81 0.527
H -2.69 -1.80 -1.77 0.530
H -2.83 0.03 -1.24 0.308
H -1.65 -0.56 -2.51 0.377
H -0.86 1.43 2.86 0.623
H 0.11 2.03 1.76 0.421
H -1.49 3.64 1.61 0.402
H -1.96 2.46 0.41 0.324
H -2.94 2.46 1.90 0.252
C 4.46 0.62 -0.78 -1.056
C 3.09 0.74 -0.28 0.512
O 2.37 1.85 -0.82 -0.588
C 2.40 0.08 0.64 -0.277
Cl 3.15 -1.30 1.39 -0.258
H 4.64 1.68 -1.00 0.319
H 5.22 0.15 0.01 0.268
H 4.36 -0.11 -1.57 0.277
H 1.46 1.67 -1.06 0.478
H 1.46 0.07 1.06 0.393
```

Results
energy relative to the best compared isomer or geometry (same formula, charge and spin) = 113.84 kJ/mol
electronic energy = -1116.3246 Ha
HOMO-LUMO gap = 9.366 eV
total charge = 0

# 8
Computed, not measured: 2 unconnected molecules or ions with the total composition C11H19IO2 at a distorted geometry, with ωB97M-V/def2-TZVPD.

The geometry in XYZ format:
```
33
Properties=species:S:1:pos:R:3:mulliken_charge:R:1
C -2.49 -1.90 2.72 -0.846
C -2.52 -2.24 1.45 0.662
C 2.24 2.00 -2.09 -0.608
C 1.06 1.62 -1.25 -0.817
C 3.45 1.70 -1.15 -0.425
C 2.41 0.05 -0.03 -0.786
C 1.09 0.14 -0.84 0.085
C -3.52 -2.81 0.64 -0.964
C -0.40 0.55 1.12 -1.713
C -0.30 -1.72 0.17 -1.311
C -0.24 -0.28 -0.09 1.843
O 3.50 0.33 -0.85 -0.466
O -1.45 0.07 -0.94 -0.637
I -0.45 -3.04 -1.46 0.074
H -1.66 -1.50 3.25 0.334
H -3.36 -2.15 3.31 0.279
H 2.43 1.43 -2.93 0.367
H 2.32 3.08 -2.48 0.323
H 0.85 2.45 -0.52 0.267
H 0.18 1.55 -1.90 0.332
H 4.40 1.91 -1.66 0.358
H 3.37 2.21 -0.08 0.273
H 2.53 0.70 0.90 0.282
H 2.53 -0.93 0.38 0.367
H 1.42 -0.49 -1.73 0.274
H -3.80 -2.16 -0.14 0.223
H -4.45 -3.27 1.15 0.336
H -2.94 -3.70 0.31 0.234
H -1.27 1.13 0.99 0.376
H 0.45 1.27 1.34 0.383
H -0.55 -0.05 1.99 0.018
H 0.53 -1.96 0.90 0.502
H -1.60 -0.42 -1.73 0.382
```

Results
energy relative to the best compared isomer or geometry (same formula, charge and spin) = 332.30 kJ/mol
electronic energy = -878.4777 Ha
HOMO-LUMO gap (spin up / spin down) = 8.276 / 8.129 eV
total charge = 0